{"formula": "C3H9N", "method": "ωB97M-V/def2-TZVPD", "symbols": ["C", "C", "C", "H", "H", "H", "H", "H", "H", "H", "H", "H", "N"], "coordinates": [[-0.5542, -0.4466, -1.1146], [1.1446, -0.4722, 0.4138], [-0.6561, 0.9349, 0.7402], [0.1110, -1.4061, -1.7207], [-0.8922, 0.2059, -1.9897], [-1.5553, -0.8993, -0.5759], [1.6639, 0.0895, 1.1924], [2.0380, -0.8296, -0.1951], [0.6281, -1.0766, 0.8319], [-1.0419, 1.5482, 0.0305], [-0.0725, 1.6411, 1.1095], [-0.9920, 0.4049, 1.6540], [0.1787, 0.3058, -0.3762]], "forces_ev_per_a": [[-4.87, -6.08, -6.97], [7.96, 7.16, -5.67], [1.07, -2.19, -1.82], [-2.01, 2.73, 1.99], [-0.36, -1.24, 0.69], [2.21, 0.45, -1.31], [-0.36, 0.63, -0.11], [-1.53, -0.20, 0.42], [-5.69, -8.76, 5.27], [-4.24, 1.83, -0.95], [3.36, 2.98, 2.19], [-0.84, -0.49, -1.38], [5.32, 3.17, 7.66]], "energy_ha": -174.27262, "homo_lumo_gap_ev": 9.856, "smiles": "CN(C)C", "de_lowest_ev": 4.909, "lumo_energy_ev": 1.15}